Formula: C39H88N7NiO13
Source: the OMol25 dataset
Level of theory: ωB97M-V/def2-TZVPD

Total charge ... +1
LUMO (alpha / beta) ... -1.8148 / -2.3370 eV
2S+1 ... 3
HOMO (alpha / beta) ... -9.45 / -8.99 eV
Gap between HOMO and LUMO (alpha / beta) ... 7.64 / 6.66 eV

Geometry as XYZ:
```
148
Properties=species:S:1:pos:R:3:forces:R:3
Ni -17.415476 -11.855762 -14.540706 -2.3 0.9 -0.8
C -18.811325 -10.089051 -17.768704 0.2 0.0 0.8
C -20.085899 -9.823490 -16.923981 -0.4 -1.0 -1.7
C -21.250164 -10.183843 -17.913236 -0.6 0.0 0.8
C -22.562091 -10.480487 -17.143584 1.0 0.9 0.1
C -22.394996 -11.338821 -15.912254 -0.9 -2.0 -0.3
C -21.280747 -10.991379 -14.926508 -2.3 0.8 -0.5
N -20.092535 -10.794787 -15.793429 1.4 -0.3 1.3
O -18.969892 -10.518955 -14.992355 0.5 -0.4 0.3
C -21.179323 -12.054724 -13.788464 0.7 -0.2 -0.9
C -21.822505 -9.711113 -14.226381 1.9 0.0 0.2
C -20.152405 -8.327570 -16.584086 0.1 0.6 0.5
H -18.929553 -9.809051 -18.816023 -0.1 0.6 0.1
H -18.544518 -11.145455 -17.823660 -0.1 0.0 0.4
H -18.004915 -9.545099 -17.276961 0.2 -0.1 -0.4
H -20.983259 -10.965200 -18.629239 0.2 -0.5 0.4
H -21.421025 -9.329281 -18.573171 0.0 0.2 0.1
H -23.299896 -10.970458 -17.776388 -0.2 0.4 -0.1
H -22.885687 -9.495525 -16.793207 -0.6 0.0 -0.3
H -22.390700 -12.376832 -16.280694 0.9 -0.2 0.1
H -23.356247 -11.386377 -15.390618 0.0 0.4 0.2
H -22.092404 -12.280445 -13.232481 -0.5 0.5 -0.6
H -20.493401 -11.741805 -13.001848 0.3 0.0 -0.3
H -20.856734 -13.012961 -14.201415 0.2 0.0 0.1
H -22.888959 -9.739093 -14.025013 0.0 -0.1 0.1
H -21.549522 -8.837821 -14.811831 -0.4 0.1 0.2
H -21.225516 -9.676558 -13.311925 -0.4 0.6 0.3
H -21.182397 -7.972157 -16.637451 0.0 0.1 0.1
H -19.554784 -7.670315 -17.221514 -0.1 -0.4 -0.6
H -19.729711 -8.065565 -15.610850 -0.2 -0.5 0.2
C -26.511570 -11.415267 -27.344064 0.1 0.0 -0.3
O -25.594249 -12.129918 -26.560363 0.7 -1.1 -0.1
C -25.317851 -11.694038 -25.243399 -1.1 0.2 -0.3
C -25.326570 -12.877053 -24.264953 0.3 0.2 -1.2
O -24.467301 -12.587979 -23.182790 -0.2 -0.8 0.2
C -24.155153 -13.765450 -22.445210 -0.9 -0.3 0.4
C -25.257851 -14.252039 -21.505266 -0.4 1.1 1.1
O -25.333040 -13.446697 -20.326566 0.6 0.0 0.8
C -24.207760 -13.581191 -19.466109 0.0 -0.1 -0.3
H -26.398671 -11.783525 -28.363847 -0.1 -0.2 0.1
H -26.285973 -10.346629 -27.412658 -0.1 0.1 0.4
H -27.535642 -11.605655 -27.013378 -0.1 0.3 0.0
H -26.153512 -11.035628 -24.986465 0.4 0.5 0.4
H -24.354938 -11.180741 -25.258240 0.0 0.1 0.4
H -24.948616 -13.753634 -24.802959 0.0 0.0 -0.1
H -26.365292 -13.094906 -24.002650 0.1 0.0 0.4
H -23.282365 -13.506461 -21.851143 0.1 -0.2 -0.1
H -23.959557 -14.659478 -23.046873 0.5 0.4 -0.7
H -25.129177 -15.303584 -21.224756 0.4 0.0 -0.1
H -26.292428 -14.158981 -21.839647 0.3 -0.1 -0.8
H -24.458305 -13.288690 -18.447948 -0.4 0.0 -0.1
H -23.351378 -12.964983 -19.756900 0.0 0.2 -0.2
H -23.852300 -14.615829 -19.454721 -0.1 -0.1 0.1
C -30.292699 -8.733047 -13.493883 -1.0 -0.6 0.2
O -31.022027 -9.417228 -14.514283 0.5 0.0 0.0
C -30.278075 -10.382912 -15.181344 1.0 -0.7 -1.8
C -28.986095 -9.925918 -15.858424 0.8 1.4 1.1
O -29.168709 -8.890284 -16.824446 -0.6 0.1 0.6
C -28.522624 -7.654428 -16.568813 1.1 0.0 -1.7
C -27.053429 -7.751509 -16.945150 0.6 0.8 0.9
O -26.875600 -7.746846 -18.344215 -0.6 0.4 -0.5
C -25.772149 -8.439380 -18.838546 0.2 -1.1 -0.6
H -29.549844 -8.037473 -13.880698 -0.2 0.2 0.0
H -29.802413 -9.419337 -12.795767 0.1 -0.2 -0.2
H -31.096340 -8.263138 -12.930808 0.4 0.5 0.1
H -30.798552 -10.794284 -16.050966 -1.0 0.1 0.5
H -29.972324 -11.235271 -14.561343 -0.2 0.0 0.4
H -28.437495 -10.767791 -16.283416 -0.4 -0.2 -0.3
H -28.319177 -9.561587 -15.064897 0.1 0.1 -0.1
H -28.606605 -7.150872 -15.603801 -0.3 -0.7 0.4
H -28.861176 -6.911255 -17.294933 -0.7 -0.3 0.0
H -26.566984 -8.564328 -16.394671 0.0 -0.5 -0.5
H -26.566630 -6.853195 -16.540074 0.1 0.2 0.0
H -25.373589 -8.180791 -19.827935 -0.4 1.5 0.2
H -26.096398 -9.436608 -19.173423 0.3 -0.5 1.2
H -24.949181 -8.363404 -18.123824 0.1 -0.7 -0.1
C -24.320174 -4.627346 -13.541107 -0.4 0.7 -0.5
O -25.113005 -4.238989 -12.707124 0.3 -0.4 -0.1
N -23.221542 -5.371647 -13.349768 1.5 -0.4 1.6
C -22.748894 -5.725642 -12.005393 -0.5 -1.1 -0.3
C -22.162807 -5.534338 -14.319660 -0.6 0.3 -1.0
H -24.410918 -4.385894 -14.612481 -0.3 0.1 -0.1
H -22.483539 -6.780647 -12.121264 0.0 -0.1 0.6
H -23.517413 -5.606337 -11.247338 -0.1 0.0 -0.2
H -21.833056 -5.236322 -11.669121 -0.1 0.5 -0.4
H -21.971294 -6.554709 -14.662420 -0.3 -0.3 0.5
H -22.472326 -5.015404 -15.229953 0.4 0.3 0.0
H -21.228198 -5.147280 -13.913854 0.0 0.2 -0.2
C -16.045568 -10.023289 -12.203804 0.4 1.5 -0.4
O -16.850000 -10.671173 -12.859967 -0.1 -1.1 0.0
N -15.727504 -8.755931 -12.512531 -0.2 0.9 0.3
C -14.762155 -7.935092 -11.760170 -0.9 -1.3 -0.2
C -16.452971 -8.035874 -13.543709 -0.3 -0.7 -0.9
H -15.506911 -10.348696 -11.302612 -0.2 -0.5 -0.1
H -14.388333 -8.576325 -10.962689 0.4 0.3 0.0
H -15.277538 -7.081122 -11.325180 0.2 0.1 -0.1
H -14.007653 -7.654651 -12.491875 0.3 0.3 0.5
H -16.940604 -8.795518 -14.155809 -0.2 0.2 -0.1
H -17.218940 -7.349399 -13.180019 0.1 -0.1 0.4
H -15.787490 -7.456333 -14.186884 0.3 -0.1 0.2
C -15.480184 -10.032259 -16.523275 1.0 0.7 -0.1
O -16.038784 -10.819906 -15.784607 -0.2 -0.6 0.4
N -14.211858 -9.575988 -16.363124 -0.5 0.8 0.2
C -13.816807 -8.388744 -17.122228 0.5 -0.1 -0.5
C -13.492504 -9.846198 -15.125790 -0.8 -0.4 0.3
H -15.927973 -9.571587 -17.411653 -0.4 -0.3 0.0
H -13.788190 -7.442667 -16.576357 -0.1 -0.3 0.6
H -14.501917 -8.195128 -17.946836 0.0 -0.4 -0.1
H -12.813433 -8.548793 -17.515422 0.0 0.0 -0.2
H -12.522145 -10.316172 -15.268009 0.0 0.2 -0.2
H -13.411331 -8.941955 -14.520445 0.2 0.1 -0.2
H -14.138043 -10.522575 -14.564721 0.3 -0.1 0.1
C -19.763956 -12.911445 -23.265599 -1.1 0.2 0.2
O -19.673756 -13.698327 -22.343134 0.5 -0.1 0.4
N -20.590866 -11.826710 -23.244062 1.1 0.0 -0.7
C -20.970630 -11.103058 -24.469646 1.4 0.4 1.4
C -21.198325 -11.340674 -22.013303 -1.5 -1.1 -1.2
H -19.219471 -13.064056 -24.210657 -0.2 0.1 -0.1
H -20.824474 -10.058688 -24.181992 -0.7 0.2 -0.4
H -21.990790 -11.349941 -24.750438 0.0 0.1 -0.3
H -20.208196 -11.229692 -25.236745 -0.3 -0.6 -0.2
H -20.975993 -10.301566 -21.773301 0.6 -0.2 0.1
H -22.261921 -11.365305 -22.280017 -0.2 0.2 0.6
H -21.046774 -12.094504 -21.245435 0.3 0.4 0.3
C -18.888730 -13.446435 -16.879656 -0.5 -0.9 -0.6
O -18.019882 -13.167683 -16.066128 0.7 0.2 0.6
N -18.915578 -14.622778 -17.532699 0.7 -0.2 -1.8
C -17.976571 -15.698468 -17.314726 -0.6 -1.2 2.8
C -19.587337 -14.823885 -18.828771 -1.0 1.0 -0.6
H -19.783587 -12.851496 -17.102349 0.4 0.5 0.2
H -17.098043 -15.878613 -17.928407 -0.3 0.5 -0.6
H -18.620470 -16.579864 -17.210990 0.3 -0.3 -1.0
H -17.648795 -15.713783 -16.269643 0.4 0.8 -0.1
H -19.931203 -13.908232 -19.319571 0.2 0.4 0.6
H -18.925329 -15.220988 -19.596812 0.3 -0.3 0.4
H -20.491907 -15.432227 -18.800782 0.2 -0.4 0.5
C -18.542441 -14.192087 -12.430064 0.0 -0.6 -0.6
O -18.545600 -13.355297 -13.329858 0.8 0.4 0.2
N -18.963013 -15.456167 -12.617500 0.1 -0.3 -0.1
C -19.165566 -16.318914 -11.468685 -0.3 0.0 0.8
C -19.506211 -15.829139 -13.916747 -0.7 0.7 -0.3
H -18.185446 -14.016606 -11.411268 0.0 0.3 0.1
H -18.532459 -15.990848 -10.643870 0.1 0.0 -0.1
H -18.966412 -17.378763 -11.616929 0.3 0.1 -0.6
H -20.190616 -16.264122 -11.092953 -0.1 0.1 -0.2
H -19.185682 -16.784545 -14.326104 0.3 -0.1 0.4
H -20.599299 -15.822732 -13.896911 -0.1 -0.2 0.2
H -19.250737 -15.023672 -14.602498 0.2 -0.2 -0.1
```
Positions in Å, forces in eV/Å.

Atomic partial charges in e from the Mulliken method, atoms 1 to 2: Ni 0.89; C -1.51